# C32H33AsClFeIN3O4

A structure of composition C32H33AsClFeIN3O4 (ωB97M-V/def2-TZVPD, the OMol25 dataset).

Atoms and positions in Å:
Fe: -0.054 0.404 -0.316
O: 1.414 1.199 0.459
C: 1.741 1.107 1.730
C: 3.093 1.235 2.092
C: 3.475 1.200 3.414
C: 2.530 1.054 4.436
C: 1.200 0.952 4.101
C: 0.784 0.965 2.761
C: -0.625 0.852 2.467
N: -1.075 0.619 1.290
N: -2.448 0.529 1.116
C: -2.698 0.129 -0.101
O: -1.786 -0.076 -0.997
C: -4.108 -0.120 -0.489
C: -5.147 0.087 0.415
C: -6.455 -0.162 0.032
C: -6.732 -0.621 -1.249
C: -5.698 -0.831 -2.150
C: -4.387 -0.579 -1.772
H: 3.817 1.351 1.295
H: 4.524 1.289 3.665
H: 2.840 1.033 5.471
H: 0.448 0.853 4.877
H: -1.354 0.954 3.268
H: -4.916 0.442 1.409
H: -7.261 0.001 0.735
H: -7.755 -0.817 -1.544
H: -5.912 -1.190 -3.148
H: -3.569 -0.739 -2.462
Cl: 6.473 2.071 -3.768
C: 5.300 1.194 -2.820
C: 5.739 0.502 -1.659
C: 4.868 -0.215 -0.906
C: 3.463 -0.323 -1.248
O: 2.700 -1.081 -0.620
C: 3.037 0.478 -2.375
C: 1.695 0.592 -2.772
O: 0.633 0.308 -2.168
C: 3.993 1.173 -3.170
H: 6.788 0.546 -1.394
H: 5.206 -0.765 -0.036
H: 1.550 1.022 -3.777
H: 3.656 1.713 -4.047
C: 2.711 -2.511 1.891
C: 1.192 -2.471 1.950
As: 0.184 -1.914 0.368
C: 0.653 -3.175 -1.033
C: -0.271 -3.033 -2.239
C: -1.538 -2.725 0.879
C: -2.025 -2.504 2.308
H: 3.091 -2.931 2.826
H: 3.130 -1.518 1.756
H: 3.067 -3.125 1.065
H: 0.857 -1.820 2.759
H: 0.795 -3.469 2.162
H: 0.579 -4.172 -0.590
H: 1.688 -2.979 -1.297
H: -1.314 -3.220 -1.976
H: 0.008 -3.747 -3.016
H: -0.209 -2.029 -2.658
H: -1.385 -3.794 0.701
H: -2.288 -2.395 0.160
H: -1.295 -2.840 3.044
H: -2.941 -3.074 2.476
H: -2.258 -1.458 2.498
I: -0.282 6.260 0.812
C: -0.725 4.683 -0.469
C: -1.413 4.890 -1.653
C: -1.677 3.795 -2.461
C: -1.252 2.543 -2.057
N: -0.592 2.356 -0.913
C: -0.327 3.401 -0.132
H: -1.734 5.882 -1.940
H: -2.208 3.909 -3.395
H: -1.433 1.653 -2.642
H: 0.227 3.197 0.774

As for the frontier orbital gap (alpha / beta): 7.14 / 6.96 eV. The value obtained for the calculated total energy is -162229.554 eV. Its expectation value of S² is 0.78. The energy above the lowest of the compared OMol25 structures with the same formula, charge and spin is 0.000 eV. Its spin multiplicity is 2. As for the charge: 0. For the LUMO energy (alpha / beta), the calculation gives -0.099 / -0.276 eV.

Here are the Löwdin charges for atoms 1 to 4, given in e: Fe 0.52; O -0.16; C -0.33; C -0.01

***

# C23H28F9O3Pt

A structure of composition C23H28F9O3Pt at a distorted geometry (ωB97M-V/def2-TZVPD, the OMol25 dataset).

Atoms and positions in Å:
O: -0.215 -0.233 -4.175
C: -0.148 1.066 -4.877
C: 0.113 0.506 -6.256
H: 0.723 1.654 -4.576
H: -1.077 1.640 -4.758
C: 0.094 -0.833 -5.475
H: 1.085 0.777 -6.682
H: -0.728 0.665 -6.935
C: 1.434 -1.526 -5.444
H: 2.204 -0.854 -5.054
H: 1.709 -1.836 -6.460
H: 1.371 -2.427 -4.824
C: -1.000 -1.718 -6.036
H: -1.946 -1.171 -6.103
H: -1.135 -2.615 -5.424
H: -0.712 -2.030 -7.053
Pt: -0.949 -1.099 0.445
C: -2.352 -0.590 2.461
C: -2.079 0.804 2.361
C: -2.393 1.243 1.063
H: -1.788 1.458 3.181
C: -2.815 0.109 0.263
C: -2.944 -1.024 1.199
H: -3.519 -1.925 1.018
H: -2.368 -1.180 3.373
H: -2.470 2.273 0.728
H: -3.281 0.119 -0.721
C: 0.600 -1.274 3.171
C: -0.066 -2.018 2.011
C: 0.897 -2.029 0.897
H: -0.669 -2.858 2.330
C: 1.941 -1.060 1.267
C: 1.632 -0.464 2.466
H: 2.167 0.299 3.006
H: 1.104 -2.104 3.697
H: 0.970 -2.791 0.112
H: 2.868 -0.928 0.717
O: 1.990 1.417 -2.962
C: 1.284 0.728 -1.875
C: -0.096 1.387 -1.728
H: 1.834 0.857 -0.913
H: 1.219 -0.348 -2.068
C: 0.265 2.859 -1.944
H: -0.623 1.132 -0.802
H: -0.737 1.063 -2.555
C: 1.620 2.820 -2.716
H: 0.430 3.336 -0.961
H: -0.515 3.390 -2.510
H: 2.424 3.269 -2.089
H: 1.581 3.361 -3.687
F: 1.312 -2.351 5.758
C: 1.405 -1.009 5.992
F: 1.565 -0.819 7.320
F: 2.539 -0.574 5.363
C: 0.152 -0.255 5.435
O: -0.282 -0.649 4.123
C: -1.108 -0.499 6.316
F: -0.975 0.048 7.552
F: -2.197 0.054 5.728
F: -1.339 -1.824 6.444
C: 0.431 1.280 5.470
F: 0.988 1.671 6.644
F: 1.281 1.640 4.478
F: -0.709 1.988 5.270

As for the frontier orbital gap (alpha / beta): 5.67 / 5.05 eV. The value obtained for the calculated total energy is -58136.034 eV. Its expectation value of S² is 6.02. Its spin multiplicity is 5. As for the charge: +1. For the LUMO energy (alpha / beta), the calculation gives -3.456 / -6.540 eV.

Here are the Löwdin charges for atoms 1 to 4, given in e: O -0.11; C -0.17; C -0.07; H 0.09

***

# C6H10N3OS

A cluster of 2 separate species, C6H10N3OS in total at a distorted geometry (ωB97M-V/def2-TZVPD, the OMol25 dataset).

Atoms and positions in Å:
C: -1.078 1.942 -0.316
C: 0.994 -1.697 0.220
C: -2.531 -0.037 -0.587
C: -1.346 0.756 -1.094
C: -0.227 -1.007 -0.212
C: 1.027 -3.171 0.333
N: -0.929 2.692 0.498
N: -0.148 -0.095 -1.091
N: 1.814 2.412 0.757
O: 1.798 -0.839 0.517
S: -1.812 -1.439 0.447
H: -3.165 0.532 0.016
H: -3.056 -0.610 -1.428
H: -1.514 1.137 -2.083
H: 1.938 -3.525 -0.152
H: 0.153 -3.504 -0.140
H: 1.126 -3.354 1.392
H: 0.946 2.964 0.396
H: 1.777 2.715 1.670
H: 2.658 2.730 0.236
H: 1.575 1.397 0.619

As for the frontier orbital gap: 9.38 eV. The value obtained for the calculated total energy is -23729.320 eV. The energy above the lowest of the compared OMol25 structures with the same formula, charge and spin is 1.274 eV. As for the charge: +1. For the LUMO energy, the calculation gives -3.499 eV.

Here are the Löwdin charges for atoms 1 to 4, given in e: C -0.15; C -0.43; C -0.31; C -0.37

***

# C3H10N2

A cluster of 2 separate species, C3H10N2 in total at a distorted geometry (ωB97M-V/def2-TZVPD, the OMol25 dataset).

Atoms and positions in Å:
C: 0.175 1.538 -2.237
N: -0.954 1.310 -1.660
H: 0.127 2.249 -2.966
H: 1.199 1.370 -1.963
H: -0.818 0.575 -0.927
C: -0.195 -0.190 2.190
N: 0.781 -0.686 1.139
C: 0.182 -1.598 0.138
H: -0.922 -0.986 2.618
H: 0.236 0.298 2.984
H: -0.946 0.552 1.858
H: 1.584 -1.028 1.683
H: -0.392 -2.498 0.620
H: 0.874 -2.357 -0.417
H: -0.708 -1.047 -0.380

As for the structure (SMILES): C=N.CNC. As for the frontier orbital gap: 10.02 eV. The value obtained for the calculated total energy is -6250.552 eV. The energy above the lowest of the compared OMol25 structures with the same formula, charge and spin is 2.876 eV. As for the charge: 0. For the LUMO energy, the calculation gives 1.078 eV.

Here are the Löwdin charges for atoms 1 to 4, given in e: C -0.12; N 0.03; H 0.01; H 0.06

***

# C39H52BrN4OSSi2Ti

A structure of composition C39H52BrN4OSSi2Ti at a distorted geometry (ωB97M-V/def2-TZVPD, the OMol25 dataset).

Atoms and positions in Å:
Ti: -1.078 0.645 0.414
C: -5.220 3.030 -1.441
N: -4.579 3.281 -0.156
C: -4.488 4.510 0.472
C: -3.756 4.339 1.586
N: -3.395 2.995 1.631
C: -3.910 2.341 0.546
S: -3.707 0.728 0.100
C: -2.631 2.421 2.682
C: -2.930 2.775 3.985
C: -2.087 2.305 4.983
C: -1.004 1.511 4.650
C: -0.812 1.176 3.317
N: -1.618 1.614 2.345
H: -6.020 3.754 -1.572
H: -5.624 2.021 -1.435
H: -4.489 3.121 -2.245
H: -4.922 5.398 0.052
H: -3.399 5.039 2.318
H: -3.790 3.391 4.198
H: -2.288 2.565 6.014
H: -0.308 1.134 5.385
H: 0.022 0.560 3.012
C: 4.613 -4.590 2.640
C: 3.237 -4.975 2.083
C: 2.494 -5.780 3.146
C: 3.425 -5.861 0.845
C: 2.470 -3.714 1.686
C: 1.189 -3.442 2.138
C: 0.558 -2.276 1.730
Br: -1.242 -2.022 2.261
C: 1.168 -1.349 0.895
O: 0.547 -0.196 0.604
C: 2.436 -1.639 0.360
C: 3.048 -2.808 0.794
C: 3.074 -0.743 -0.707
C: 4.451 -1.263 -1.124
C: 3.250 0.698 -0.214
C: 2.174 -0.749 -1.952
H: 5.141 -5.481 2.984
H: 4.520 -3.903 3.483
H: 5.234 -4.110 1.884
H: 3.093 -6.646 3.433
H: 1.537 -6.155 2.779
H: 2.306 -5.195 4.048
H: 4.006 -6.750 1.097
H: 3.952 -5.330 0.052
H: 2.463 -6.184 0.445
H: 0.665 -4.120 2.794
H: 4.031 -3.041 0.413
H: 5.157 -1.279 -0.291
H: 4.860 -0.603 -1.889
H: 4.400 -2.266 -1.550
H: 3.776 0.738 0.743
H: 2.293 1.201 -0.096
H: 3.839 1.260 -0.942
H: 2.055 -1.764 -2.338
H: 2.629 -0.140 -2.736
H: 1.178 -0.360 -1.746
N: -3.536 -7.512 -5.011
C: -3.270 -6.545 -4.449
C: -2.935 -5.334 -3.740
C: -2.722 -4.150 -4.441
C: -2.402 -2.996 -3.754
C: -2.285 -3.001 -2.359
C: -2.502 -4.197 -1.670
C: -2.824 -5.354 -2.352
C: -1.938 -1.800 -1.664
C: -1.572 -0.789 -1.091
H: -2.807 -4.140 -5.519
H: -2.234 -2.071 -4.288
H: -2.407 -4.204 -0.592
H: -2.989 -6.279 -1.815
C: -1.738 1.708 -3.178
Si: -0.643 2.885 -2.223
C: 1.013 2.823 -3.106
C: -1.402 4.592 -2.505
C: -0.544 2.622 -0.390
Si: 0.704 3.599 0.564
C: 1.993 4.492 -0.463
C: -0.184 4.952 1.542
C: 1.707 2.695 1.897
H: -1.861 2.115 -4.186
H: -2.725 1.572 -2.728
H: -1.303 0.714 -3.251
H: 0.816 2.675 -4.171
H: 1.624 1.983 -2.771
H: 1.605 3.731 -3.001
H: -1.507 4.830 -3.566
H: -0.800 5.376 -2.041
H: -2.397 4.637 -2.051
H: -1.450 3.168 -0.056
H: 1.561 5.212 -1.161
H: 2.623 3.811 -1.037
H: 2.635 5.040 0.232
H: -0.735 5.625 0.879
H: 0.521 5.550 2.124
H: -0.895 4.521 2.250
H: 1.852 1.628 1.734
H: 1.263 2.838 2.885
H: 2.695 3.162 1.932

As for the frontier orbital gap (alpha / beta): 6.53 / 7.28 eV. The value obtained for the calculated total energy is -169045.950 eV. Its expectation value of S² is 0.75. The energy above the lowest of the compared OMol25 structures with the same formula, charge and spin is 0.000 eV. Its spin multiplicity is 2. As for the charge: 0. For the LUMO energy (alpha / beta), the calculation gives -0.513 / -0.563 eV.

Here are the Löwdin charges for atoms 1 to 4, given in e: Ti 0.64; C -0.01; N -0.10; C -0.03